Entry from the OMol25 dataset: a molecular structure, C28H15Cl2F15IrN4O at a distorted geometry (ωB97M-V/def2-TZVPD).

As for the total charge: -1. The HOMO energy comes out at -4.47 eV. As for the gap between HOMO and LUMO: 6.63 eV. As for the LUMO energy: 2.2 eV.

Each line ends with the Löwdin charge.
Positions of all 66 atoms, in Å:
Ir 0.333 -0.404 -0.089  1.46
C 0.014 -3.308 -1.500  -0.05
N -0.719 -2.210 -0.863  -0.28
C -1.559 -1.510 -1.832  -0.20
C -0.715 -0.834 -2.867  -0.24
N 0.421 -0.205 -2.215  -0.11
C 1.250 0.536 -3.027  -0.17
C 1.140 0.620 -4.435  -0.13
F 0.166 -0.039 -5.118  0.04
C 2.007 1.329 -5.248  -0.16
F 1.817 1.311 -6.579  0.10
C 3.052 2.040 -4.724  -0.16
F 3.896 2.733 -5.509  0.09
C 3.206 2.007 -3.355  -0.15
F 4.223 2.676 -2.795  0.11
C 2.344 1.293 -2.552  -0.19
F 2.629 1.328 -1.255  0.08
C -1.496 -2.701 0.278  -0.19
C -0.661 -2.735 1.513  -0.24
N -0.154 -1.402 1.748  -0.14
C 0.391 -1.113 2.972  -0.18
C 0.534 -2.003 4.057  -0.13
F 0.177 -3.310 3.951  0.05
C 1.053 -1.645 5.289  -0.16
F 1.131 -2.570 6.261  0.10
C 1.494 -0.369 5.532  -0.16
F 1.970 -0.011 6.738  0.09
C 1.413 0.538 4.496  -0.15
F 1.849 1.789 4.683  0.11
C 0.879 0.179 3.276  -0.16
F 0.859 1.147 2.347  0.07
H -0.696 -3.964 -2.017  0.10
H 0.543 -3.880 -0.749  0.08
H 0.736 -2.916 -2.208  0.08
H -2.134 -0.763 -1.281  0.11
H -2.260 -2.201 -2.317  0.14
H -1.362 -0.111 -3.375  0.13
H -0.387 -1.554 -3.622  0.11
H -1.908 -3.696 0.070  0.13
H -2.328 -2.019 0.428  0.09
H 0.159 -3.463 1.408  0.12
H -1.294 -3.087 2.329  0.12
Cl 0.543 4.528 -1.334  0.70
C -0.815 3.911 -0.440  -0.58
C -1.830 4.795 -0.053  -0.14
C -2.902 4.356 0.664  -0.62
Cl -4.147 5.495 1.143  0.64
C -3.009 2.994 1.029  -0.18
C -4.055 2.448 1.805  -0.03
C -4.030 1.124 2.125  -0.05
C -2.985 0.318 1.633  -0.14
N -2.021 0.782 0.880  0.10
C -1.994 2.109 0.603  -0.14
C -0.841 2.554 -0.135  -0.39
O 0.093 1.750 -0.498  -0.19
H -1.752 5.839 -0.327  0.10
H -4.852 3.094 2.149  0.09
H -4.799 0.681 2.745  0.10
H -2.943 -0.734 1.890  0.09
F 2.927 -0.073 0.676  0.04
C 2.165 -1.131 0.277  -0.47
F 2.230 -2.009 1.332  0.03
C 3.039 -1.888 -0.768  -0.57
F 2.634 -3.164 -0.894  0.11
F 4.316 -1.934 -0.363  0.15
F 3.018 -1.347 -1.982  0.16